{"formula": "C4H8N2O", "method": "ωB97M-V with the def2-TZVPD basis set", "orbital_gap_ev": 9.23, "lumo_energy_ev": 0.9, "total_charge": 0, "species": ["C", "C", "N", "C", "C", "N", "O", "H", "H", "H", "H", "H", "H", "H", "H"], "xyz": [[-1.43783, 1.22688, -0.63817], [1.07724, 0.84632, 0.83700], [0.58630, -0.14719, -0.10039], [-0.63841, -0.51864, -0.29212], [1.47993, -1.73002, 0.12945], [-1.25964, -1.55781, -0.55541], [2.42763, -1.80864, 0.84450], [-2.21234, -1.45793, -0.88459], [1.06609, -2.56484, -0.47593], [2.01111, 0.46197, 1.24900], [-1.85288, 1.48714, 0.32995], [-0.74168, 1.96811, -1.01181], [-2.17879, 0.98801, -1.39273], [0.38956, 1.03578, 1.66147], [1.28372, 1.77084, 0.29978]], "forces_ev_per_angstrom": [[0.4703, -3.1527, 0.7828], [-0.1463, -0.0263, -0.2182], [4.9961, -5.1127, 1.4388], [-4.2482, 6.0607, -2.1435], [0.1753, 1.9313, 0.4059], [0.3006, -1.6442, 0.2283], [-1.3577, 0.5294, -0.8939], [0.2163, 0.3035, 0.1638], [-0.1579, 0.7939, 0.1324], [-0.0067, 0.0600, -0.0123], [-0.2497, 0.2639, -0.1355], [0.2993, -0.1691, 0.0975], [-0.2512, 0.1110, 0.1110], [-0.0418, -0.0134, -0.0629], [0.0015, 0.0650, 0.1057]], "lowdin_charge": [0.006, -0.083, -0.064, -0.451, -0.074, 0.107, 0.073, 0.051, 0.123, 0.074, 0.022, 0.022, 0.020, 0.092, 0.082]}